ORCA calculation (ωB97M-V/def2-TZVPD) on 2 unconnected molecules or ions with the total composition C5H14NO.

```
21
Properties=species:S:1:pos:R:3
C -3.92849 -0.04883 0.10216
C 2.17825 1.51627 -0.43836
C 1.79952 -1.67651 -0.34484
C -2.52970 -0.42256 0.22733
C 2.38777 0.43038 0.61387
N -1.55733 0.40251 0.15058
O 1.42970 -0.61852 0.52050
H -4.32270 -0.48279 -0.82178
H -4.51747 -0.50944 0.89890
H -4.08511 1.02783 0.08408
H 2.99188 2.23963 -0.37448
H 1.23854 2.04560 -0.27364
H 2.18102 1.09567 -1.44373
H 1.97115 -1.32957 -1.36823
H 2.70159 -2.17942 0.01243
H 0.97278 -2.38634 -0.33756
H -2.28743 -1.47201 0.38688
H -0.56804 0.10291 0.25314
H 3.39863 0.01673 0.53277
H 2.26639 0.85225 1.61697
H -1.72095 1.39621 0.00299
```

Results
DFT total energy in a.u.: -328.63104
HOMO in eV: -13.39
Max |F| in eV Å⁻¹: 0.71
Total charge: +1
LUMO level in Eh: -0.1692
Energy above the lowest of the compared OMol25 structures with the same formula, charge and spin in kcal/mol: 34.6
Gap between HOMO and LUMO in eV: 8.79

***

ORCA calculation (ωB97M-V/def2-TZVPD) on 2 unconnected molecules or ions with the total composition C5H14NO at a distorted geometry.

```
21
Properties=species:S:1:pos:R:3
C 2.73992 0.59054 -0.20730
C 2.01404 -0.75803 -0.42364
C 1.04443 -1.13587 0.72686
C -0.34312 -0.62337 0.63122
C -0.83639 0.63246 0.52977
N -1.38911 -1.68665 0.56818
H 3.55046 0.63995 -0.93119
H 3.10700 0.63247 0.82663
H 2.07041 1.43901 -0.38157
H 2.75827 -1.54812 -0.50374
H 1.46393 -0.73353 -1.35844
H 0.96770 -2.24531 0.70106
H 1.45537 -0.90087 1.71660
H -1.76368 0.90878 1.04513
H -0.26166 1.30944 -0.10455
H -1.22433 -2.36567 -0.18119
H -2.28216 -1.27184 0.28879
H -1.45475 -2.26408 1.42179
H -4.21890 3.46668 -0.89407
H -3.93567 2.61875 -1.99581
O -3.46175 3.29524 -1.47453
```

Results
DFT total energy in a.u.: -328.58539
HOMO in eV: -13.96
Max |F| in eV Å⁻¹: 1.81
Total charge: +1
LUMO level in Eh: -0.1447
Energy above the lowest of the compared OMol25 structures with the same formula, charge and spin in kcal/mol: 63.3
Gap between HOMO and LUMO in eV: 10.02

***

ORCA calculation (ωB97M-V/def2-TZVPD) on 2 unconnected molecules or ions with the total composition C5H14NO at a distorted geometry.

```
21
Properties=species:S:1:pos:R:3
C 0.83288 -1.70644 0.38288
C 2.23147 0.92304 0.33525
C -2.03599 -0.47688 0.13271
C -0.96969 1.63869 -0.25668
C 0.45340 -0.38683 -0.28772
N -0.76245 0.29490 0.41266
O 0.32358 -0.35918 -1.57352
H 0.10844 -2.59243 0.26827
H 0.89915 -1.54919 1.48844
H 1.83519 -1.92819 -0.13067
H 2.22253 1.18504 1.46331
H 1.77163 1.62260 -0.39553
H 2.95670 0.22214 -0.08002
H -2.07788 -1.39380 0.90123
H -2.95302 0.13017 0.09189
H -1.86926 -0.87908 -0.89458
H 0.01103 2.16371 -0.23169
H -1.18729 1.53993 -1.28437
H -1.76143 2.14330 0.25083
H -0.66869 0.53164 1.43342
H 0.63970 -1.12313 -2.02611
```

Results
DFT total energy in a.u.: -328.52196
HOMO in eV: -12.69
Max |F| in eV Å⁻¹: 6.31
Total charge: +1
LUMO level in Eh: -0.1124
Energy above the lowest of the compared OMol25 structures with the same formula, charge and spin in kcal/mol: 103.1
Gap between HOMO and LUMO in eV: 9.63